<A>
ORCA calculation (ωB97M-V/def2-TZVPD) on a 2-piece molecular cluster, CH3F2OPS overall.

Last columns: bonded neighbours and bond lengths (Å).
Geometry (Å):
1 F 2.339 1.300 -0.528  P2 1.650
2 P 2.514 0.271 0.750  F1 1.650, F3 1.588, S4 2.110
3 F 4.029 0.617 1.073  P2 1.588
4 S 2.930 -1.428 -0.431  P2 2.110, H5 1.370
5 H 4.217 -0.972 -0.543  S4 1.370
6 C -0.263 0.630 -1.869  O7 1.205, H8 1.087, H9 1.082
7 O -0.544 0.713 -0.700  C6 1.205
8 H -0.929 0.557 -2.724  C6 1.087
9 H 0.747 0.280 -2.039  C6 1.082

## Properties
E_HOMO, eV: -10.20
Gap between HOMO and LUMO, Ha: 0.39827
SMILES: FP(F)S.C=O

<B>
ORCA calculation (ωB97M-V/def2-TZVPD) on a 2-piece molecular cluster, CH3F2OPS overall.

Last columns: bonded neighbours and bond lengths (Å).
Geometry (Å):
1 C -0.338 0.322 -1.232  O2 1.508, H7 1.185, H8 1.179, H9 1.161
2 O 0.826 -0.176 -0.412  C1 1.508, P5 1.629
3 F 0.723 1.049 1.945  P5 1.655
4 F -2.493 -0.367 1.060  no bonds
5 P 0.751 -0.427 1.196  O2 1.629, F3 1.655, S6 1.967
6 S 2.281 -1.570 1.666  P5 1.967
7 H -1.065 -0.603 -1.375  C1 1.185
8 H 0.204 0.634 -2.231  C1 1.179
9 H -0.889 1.138 -0.617  C1 1.161

## Properties
E_HOMO (alpha / beta), eV: -10.05 / -10.04
Gap between HOMO and LUMO (alpha / beta), Ha: 0.20186 / 0.20148

<A> is favored, and the nearest alternative lies 4.447 eV above it.

<A>
ORCA calculation (ωB97M-V/def2-TZVPD) on a 2-piece molecular cluster, C3H7N2OS overall.

Last columns: bonded neighbours and bond lengths (Å).
Geometry (Å):
1 C 1.481 -1.448 2.762  N4 1.253, H8 1.062, H9 1.108
2 C -0.576 -1.155 1.611  N4 1.220, N5 1.197
3 C 0.298 1.031 -2.817  S7 1.841, H10 1.115, H11 1.040, H12 1.134
4 N 0.580 -1.050 1.988  C1 1.253, C2 1.220
5 N -1.631 -0.955 1.081  C2 1.197, H13 0.971
6 O -1.061 1.427 -0.564  S7 1.662, H14 0.991
7 S 0.362 1.965 -1.233  C3 1.841, O6 1.662
8 H 2.400 -0.980 2.507  C1 1.062
9 H 1.366 -2.165 3.599  C1 1.108
10 H 0.423 1.789 -3.625  C3 1.115
11 H -0.587 0.498 -2.931  C3 1.040
12 H 1.099 0.228 -2.815  C3 1.134
13 H -2.481 -1.385 0.891  N5 0.971
14 H -1.672 2.199 -0.453  O6 0.991

## Properties
E_HOMO, eV: -11.36
Net charge: +1
Gap between HOMO and LUMO, Ha: 0.17558

<B>
ORCA calculation (ωB97M-V/def2-TZVPD) on an isolated ion of composition C3H7N2OS and charge +1.

Last columns: bonded neighbours and bond lengths (Å).
Geometry (Å):
1 C 2.329 1.021 0.040  C2 1.474, H8 1.088, H9 1.091, H10 1.085
2 C 0.859 1.008 -0.073  C1 1.474, N3 1.266, H11 1.090
3 N 0.256 -0.094 0.080  C2 1.266, C4 1.498
4 C -1.227 -0.258 -0.059  N3 1.498, N5 1.496, O6 1.355, S7 1.776
5 N -1.529 -1.704 0.179  C4 1.496, H12 1.030, H13 1.033, H14 1.033
6 O -1.917 0.276 -1.096  C4 1.355, S7 1.715
7 S -2.470 0.927 0.391  C4 1.776, O6 1.715
8 H 2.651 0.426 0.892  C1 1.088
9 H 2.756 0.539 -0.840  C1 1.091
10 H 2.716 2.032 0.113  C1 1.085
11 H 0.346 1.944 -0.292  C2 1.090
12 H -2.070 -1.852 1.042  N5 1.030
13 H -0.625 -2.200 0.245  N5 1.033
14 H -2.075 -2.064 -0.622  N5 1.033

## Properties
E_HOMO, eV: -13.88
Net charge: +1
Gap between HOMO and LUMO, Ha: 0.34378
SMILES: C/C=N/[C@]1([NH3+])OS1

<C>
ORCA calculation (ωB97M-V/def2-TZVPD) on a 2-piece molecular cluster, C3H7N2OS overall.

Last columns: bonded neighbours and bond lengths (Å).
Geometry (Å):
1 C 0.746 1.088 0.923  C2 1.575, N4 1.258, H8 1.142
2 C 1.704 0.845 -0.303  C1 1.575, S7 1.779, H9 1.189, H10 1.157
3 C 0.118 -0.945 0.422  N4 1.347, O6 1.293, S7 1.735
4 N -0.017 0.132 1.219  C1 1.258, C3 1.347
5 N -1.708 -0.285 -0.819  H11 1.010, H12 1.017, H13 1.003
6 O -0.391 -2.081 0.776  C3 1.293, H14 0.945
7 S 1.327 -0.818 -0.815  C2 1.779, C3 1.735
8 H 0.649 2.016 1.582  C1 1.142
9 H 1.302 1.645 -1.085  C2 1.189
10 H 2.766 0.877 0.153  C2 1.157
11 H -1.056 0.435 -1.099  N5 1.010
12 H -2.624 0.158 -0.808  N5 1.017
13 H -1.706 -0.989 -1.533  N5 1.003
14 H -1.112 -2.079 1.386  O6 0.945

## Properties
E_HOMO, eV: -14.96
Net charge: +1
Gap between HOMO and LUMO, Ha: 0.35736

<C> is favored, and the nearest alternative lies 0.942 eV above it.

<A>
ORCA calculation (ωB97M-V/def2-TZVPD) on an isolated ion of composition C9H14N3 and charge +1.

Last columns: bonded neighbours and bond lengths (Å).
Geometry (Å):
1 C 0.080 1.524 -0.205  C4 1.328, C6 1.532, H13 1.121
2 C -0.477 -1.545 0.408  C5 1.304, H14 1.090
3 C -2.255 1.156 -0.996  C4 1.482, N10 1.263, H15 1.103
4 C -0.948 0.720 -0.450  C1 1.328, C3 1.482, C5 1.448
5 C -1.289 -0.565 0.123  C2 1.304, C4 1.448, N11 1.377
6 C 1.180 1.287 0.835  C1 1.532, C7 1.466, H16 1.182, H17 1.076
7 C 1.759 -0.052 0.979  C6 1.466, N12 1.516, H18 1.058
8 C -3.404 -1.580 0.785  N11 1.413, H19 1.076, H20 1.201, H21 1.094
9 C 2.672 0.287 -1.309  N12 1.401, H22 1.106, H23 1.098, H24 1.112
10 N -3.164 0.362 -0.626  C3 1.263, N11 1.322
11 N -2.652 -0.697 -0.023  C5 1.377, C8 1.413, N10 1.322
12 N 2.729 -0.447 -0.117  C7 1.516, C9 1.401, H25 1.007, H26 0.992
13 H 0.232 2.437 -0.837  C1 1.121
14 H 0.084 -2.359 0.869  C2 1.090
15 H -2.393 2.148 -1.458  C3 1.103
16 H 2.010 2.109 0.652  C6 1.182
17 H 0.752 1.423 1.813  C6 1.076
18 H 2.126 -0.441 1.892  C7 1.058
19 H -3.907 -0.982 1.525  C8 1.076
20 H -4.298 -2.089 0.165  C8 1.201
21 H -2.693 -2.295 1.210  C8 1.094
22 H 3.363 -0.144 -2.057  C9 1.106
23 H 1.642 0.330 -1.686  C9 1.098
24 H 2.808 1.389 -1.252  C9 1.112
25 H 3.665 -0.654 0.188  N12 1.007
26 H 2.376 -1.319 -0.432  N12 0.992

## Properties
E_HOMO (alpha / beta), eV: -10.99 / -11.23
Net charge: +1
Gap between HOMO and LUMO (alpha / beta), Ha: 0.26701 / 0.24860

<B>
ORCA calculation (ωB97M-V/def2-TZVPD) on a 2-piece molecular cluster, C9H14N3 overall.

Last columns: bonded neighbours and bond lengths (Å).
Geometry (Å):
1 C 1.069 0.366 -2.749  C2 1.467, C3 1.339, H13 1.091
2 C -0.233 0.939 -3.108  C1 1.467, C4 1.372, H14 1.045
3 C 1.197 -0.310 -1.600  C1 1.339, C5 1.455, H15 1.019
4 C -1.259 1.000 -2.200  C2 1.372, C6 1.419, H16 1.139
5 C 0.138 -0.277 -0.602  C3 1.455, C6 1.442, C8 1.378
6 C -1.067 0.455 -0.904  C4 1.419, C5 1.442, N10 1.418
7 C -1.941 0.236 1.348  C9 1.529, N10 1.315, H17 1.070
8 C 0.208 -1.285 0.335  C5 1.378, N11 1.286
9 C -3.257 0.130 2.118  C7 1.529, H18 1.036, H19 1.123, H20 1.089
10 N -2.035 0.669 0.110  C6 1.418, C7 1.315, H21 1.029
11 N 1.211 -1.611 1.071  C8 1.286, H22 1.033, H23 1.079
12 N 3.751 -0.331 1.419  H24 1.048, H25 1.052, H26 0.993
13 H 1.887 0.432 -3.467  C1 1.091
14 H -0.371 1.555 -3.940  C2 1.045
15 H 2.075 -0.652 -1.212  C3 1.019
16 H -2.252 1.361 -2.625  C4 1.139
17 H -0.951 -0.060 1.625  C7 1.070
18 H -3.045 -0.123 3.101  C9 1.036
19 H -3.739 -0.739 1.596  C9 1.123
20 H -3.863 1.029 2.213  C9 1.089
21 H -2.928 1.115 -0.142  N10 1.029
22 H 1.224 -2.543 1.515  N11 1.033
23 H 2.087 -0.995 1.205  N11 1.079
24 H 4.312 -0.942 2.060  N12 1.048
25 H 3.380 0.457 2.010  N12 1.052
26 H 4.401 0.125 0.822  N12 0.993

## Properties
E_HOMO (alpha / beta), eV: -10.92 / -10.92
Net charge: +1
Gap between HOMO and LUMO (alpha / beta), Ha: 0.25432 / 0.25436

<B> is favored, and the nearest alternative lies 4.803 eV above it.

<A>
ORCA calculation (ωB97M-V/def2-TZVPD) on one molecule with the formula C3H5ClO3.

Last columns: bonded neighbours and bond lengths (Å).
Geometry (Å):
1 O 1.462 2.201 0.155  C2 1.194
2 C 0.564 1.440 -0.048  O1 1.194, O3 1.326, C4 1.560
3 O -0.699 1.843 -0.037  C2 1.326, H8 0.979
4 C 0.791 -0.066 -0.383  C2 1.560, Cl5 1.750, C6 1.562, H9 1.089
5 Cl 2.455 -0.472 -0.024  C4 1.750
6 C -0.223 -1.009 0.339  C4 1.562, O7 1.421, H10 1.094, H11 1.115
7 O -1.504 -0.681 -0.180  C6 1.421, H12 0.957
8 H -1.326 1.091 -0.053  O3 0.979
9 H 0.709 -0.172 -1.464  C4 1.089
10 H 0.049 -2.039 0.088  C6 1.094
11 H -0.135 -0.835 1.437  C6 1.115
12 H -2.144 -1.301 0.170  O7 0.957

## Properties
E_HOMO, eV: -10.49
Gap between HOMO and LUMO, Ha: 0.39428
SMILES: O=C(O)[C@@H](Cl)CO

<B>
ORCA calculation (ωB97M-V/def2-TZVPD) on one molecule with the formula C3H5ClO3.

Last columns: bonded neighbours and bond lengths (Å).
Geometry (Å):
1 O -1.456 2.340 -0.085  C2 1.242
2 C -0.600 1.453 0.064  O1 1.242, O3 1.358, C4 1.551
3 O 0.698 1.846 0.002  C2 1.358, H8 1.100
4 C -0.811 -0.022 0.494  C2 1.551, Cl5 1.734, C6 1.550, H9 1.055
5 Cl -2.364 -0.584 -0.035  C4 1.734
6 C 0.210 -0.917 -0.252  C4 1.550, O7 1.310, H10 1.191, H11 1.101
7 O 1.453 -0.805 0.145  C6 1.310, H12 1.013
8 H 1.486 1.191 -0.399  O3 1.100
9 H -0.538 -0.078 1.512  C4 1.055
10 H -0.038 -2.002 0.172  C6 1.191
11 H 0.011 -0.848 -1.333  C6 1.101
12 H 1.949 -1.575 -0.287  O7 1.013

## Properties
E_HOMO, eV: -10.46
Gap between HOMO and LUMO, Ha: 0.38844
SMILES: O=C(O)[C@@H](Cl)CO

<A> is favored, and the nearest alternative lies 1.547 eV above it.

<A>
ORCA calculation (ωB97M-V/def2-TZVPD) on one molecule with the formula C4H9N3O2.

Last columns: bonded neighbours and bond lengths (Å).
Geometry (Å):
1 C 0.058 0.393 1.964  C2 1.465, H10 1.137, H11 1.104, H12 1.075
2 C 0.624 -0.409 0.877  C1 1.465, N3 1.447, C7 1.539, H13 1.110
3 N -0.440 -1.135 0.219  C2 1.447, C4 1.268
4 C -1.385 -0.538 -0.381  N3 1.268, N5 1.386, N6 1.381
5 N -1.552 0.790 -0.743  C4 1.386, H14 1.005, H15 1.084
6 N -2.448 -1.288 -0.844  C4 1.381, H16 1.042, H17 1.063
7 C 1.573 0.303 -0.104  C2 1.539, O8 1.240, O9 1.363
8 O 2.598 -0.212 -0.574  C7 1.240
9 O 1.297 1.596 -0.441  C7 1.363, H18 1.049
10 H -0.515 -0.234 2.720  C1 1.137
11 H -0.641 1.169 1.606  C1 1.104
12 H 0.853 0.870 2.508  C1 1.075
13 H 1.332 -1.158 1.291  C2 1.110
14 H -0.823 1.427 -0.474  N5 1.005
15 H -2.508 1.251 -0.523  N5 1.084
16 H -2.428 -2.329 -0.805  N6 1.042
17 H -2.748 -0.990 -1.820  N6 1.063
18 H 2.175 1.864 -0.948  O9 1.049

## Properties
E_HOMO, eV: -9.03
Gap between HOMO and LUMO, Ha: 0.35564
SMILES: C[C@@H](N=C(N)N)C(=O)O

<B>
ORCA calculation (ωB97M-V/def2-TZVPD) on a 2-piece molecular cluster, C4H9N3O2 overall.

Last columns: bonded neighbours and bond lengths (Å).
Geometry (Å):
1 H 0.545 2.444 1.087  N2 1.016
2 N 0.506 2.403 0.073  H1 1.016, C3 1.249
3 C 0.412 1.269 -0.442  N2 1.249, C4 1.449, N5 1.536
4 C 0.697 0.317 -1.496  C3 1.449, N5 1.477, H7 1.085, H8 1.083
5 N 0.668 -0.210 -0.117  C3 1.536, C4 1.477, C6 1.438
6 C 1.662 -1.023 0.530  N5 1.438, H9 1.091, H10 1.089, H11 1.095
7 H -0.013 -0.190 -2.142  C4 1.085
8 H 1.664 0.418 -1.973  C4 1.083
9 H 2.673 -0.687 0.298  C6 1.091
10 H 1.514 -0.966 1.607  C6 1.089
11 H 1.541 -2.067 0.226  C6 1.095
12 N -1.708 0.775 -0.085  C13 1.475, H16 1.011, H17 1.016
13 C -1.362 -0.647 0.095  N12 1.475, O14 1.230, O15 1.404
14 O -1.922 -1.471 -0.627  C13 1.230
15 O -1.253 -0.913 1.469  C13 1.404, H18 0.966
16 H -2.386 0.964 -0.810  N12 1.011
17 H -1.631 1.388 0.722  N12 1.016
18 H -1.608 -1.804 1.584  O15 0.966

## Properties
E_HOMO, eV: -9.17
Gap between HOMO and LUMO, Ha: 0.36299
SMILES: [H]/N=C1/CN1C.NC(=O)O

<A> is favored, and the nearest alternative lies 3.366 eV above it.

<A>
ORCA calculation (ωB97M-V/def2-TZVPD) on a 2-piece molecular cluster, C5H13NSi overall.

Last columns: bonded neighbours and bond lengths (Å).
Geometry (Å):
1 C -1.786 -1.344 0.610  C2 1.358, C3 1.507, H8 1.110
2 C -1.393 -0.735 1.758  C1 1.358, C4 1.501, Si7 1.876
3 C -0.878 -1.838 -0.488  C1 1.507, H9 1.212, H10 1.115, H11 1.113
4 C -2.344 -0.374 2.861  C2 1.501, H12 1.171, H13 1.061, H14 1.103
5 C 3.800 -0.171 -1.876  H15 1.072, H16 1.034, H17 1.074, H20 1.105
6 N 0.191 1.500 1.482  Si7 1.696, H18 0.992, H19 0.945
7 Si 0.392 -0.159 1.770  C2 1.876, N6 1.696
8 H -2.874 -1.508 0.459  C1 1.110
9 H -0.646 -1.088 -1.411  C3 1.212
10 H 0.121 -2.020 -0.029  C3 1.115
11 H -1.377 -2.751 -0.883  C3 1.113
12 H -1.988 0.575 3.446  C4 1.171
13 H -3.283 -0.306 2.374  C4 1.061
14 H -2.462 -1.027 3.742  C4 1.103
15 H 2.868 -0.447 -2.328  C5 1.072
16 H 3.983 -0.838 -1.108  C5 1.034
17 H 3.740 0.793 -1.407  C5 1.074
18 H 0.887 2.195 1.357  N6 0.992
19 H -0.690 1.807 1.633  N6 0.945
20 H 4.631 -0.120 -2.602  C5 1.105

## Properties
E_HOMO, eV: -7.68
Gap between HOMO and LUMO, Ha: 0.30428

<B>
ORCA calculation (ωB97M-V/def2-TZVPD) on a 2-piece molecular cluster, C5H13NSi overall.

Last columns: bonded neighbours and bond lengths (Å).
Geometry (Å):
1 C 1.766 -2.352 -0.449  C2 1.380, H8 1.072, H9 1.055
2 C 2.186 -1.166 -1.018  C1 1.380, Si7 1.811, H10 1.101
3 C -2.772 0.217 0.236  C4 1.479, H11 1.067, H12 1.110, H13 1.149
4 C -1.316 -0.038 0.283  C3 1.479, C5 1.502, H14 1.070, H15 1.047
5 C -0.541 1.067 -0.376  C4 1.502, H16 1.088, H17 1.089
6 N 2.024 0.388 1.526  Si7 1.699, H18 1.079, H19 1.015
7 Si 2.046 0.430 -0.172  C2 1.811, N6 1.699, H20 1.506
8 H 1.918 -3.226 -1.051  C1 1.072
9 H 1.284 -2.426 0.486  C1 1.055
10 H 2.063 -1.217 -2.111  C2 1.101
11 H -3.061 0.510 -0.748  C3 1.067
12 H -3.253 -0.682 0.675  C3 1.110
13 H -2.915 1.138 0.909  C3 1.149
14 H -0.990 -0.261 1.278  C4 1.070
15 H -1.168 -0.891 -0.305  C4 1.047
16 H -0.689 2.035 0.099  C5 1.088
17 H -0.642 1.213 -1.451  C5 1.089
18 H 2.974 0.339 2.034  N6 1.079
19 H 1.540 1.202 1.891  N6 1.015
20 H 2.424 1.742 -0.808  Si7 1.506

## Properties
E_HOMO, eV: -7.29
Gap between HOMO and LUMO, Ha: 0.27508

<C>
ORCA calculation (ωB97M-V/def2-TZVPD) on one molecule with the formula C5H13NSi.

Last columns: bonded neighbours and bond lengths (Å).
Geometry (Å):
1 C 0.652 -1.532 0.064  C2 1.441, Si7 2.014, H8 1.072
2 C 1.895 -1.369 0.775  C1 1.441, H9 1.144, H10 1.101, H11 1.036
3 C 1.137 2.101 -0.143  N6 1.396, H12 1.055, H13 1.190, H14 1.098
4 C -1.653 0.265 1.334  Si7 1.953, H15 1.052, H16 1.137, H17 1.143
5 C -1.724 -0.544 -1.744  Si7 1.905, H18 1.103, H19 1.164, H20 1.092
6 N 0.341 1.241 -0.903  C3 1.396, Si7 1.682
7 Si -0.611 -0.005 -0.296  C1 2.014, C4 1.953, C5 1.905, N6 1.682
8 H 0.652 -2.268 -0.715  C1 1.072
9 H 1.581 -1.051 1.828  C2 1.144
10 H 2.542 -2.244 0.945  C2 1.101
11 H 2.534 -0.620 0.452  C2 1.036
12 H 0.797 2.469 0.785  C3 1.055
13 H 2.204 1.609 0.049  C3 1.190
14 H 1.402 2.858 -0.892  C3 1.098
15 H -1.343 -0.222 2.213  C4 1.052
16 H -1.853 1.360 1.565  C4 1.137
17 H -2.648 -0.204 1.026  C4 1.143
18 H -2.779 -0.715 -1.473  C5 1.103
19 H -1.724 0.290 -2.556  C5 1.164
20 H -1.402 -1.419 -2.312  C5 1.092

## Properties
E_HOMO (alpha / beta), eV: -9.16 / -8.11
Gap between HOMO and LUMO (alpha / beta), Ha: 0.34089 / 0.26290

<A> is favored, and the nearest alternative lies 1.102 eV above it.